1.
# C35H80NO15Zn

A molecular structure, C35H80NO15Zn at a distorted geometry (wB97M-V/def2-TZVPD, the Open Molecules 2025 dataset).

Computed properties:
Lowest unoccupied orbital energy (eV): 1.627
ΔE to the lowest compared entry with this formula, charge and spin (kJ/mol): 0.0
HOMO energy (eV): -3.89
HOMO-LUMO gap (eV): 5.519
Net charge: -1
Maximum force (eV/A): 3.7

Atoms and positions in Å:
H -4.01912 -0.67397 -0.70052
H -1.93340 1.69002 -5.88611
C -1.93894 0.65511 6.07368
H -3.11221 -0.43032 2.18826
H -4.52109 -3.63462 -0.26205
H 2.80726 1.63682 3.37216
H -0.93045 5.35880 -2.66672
H -0.77042 -2.16473 2.87396
H -3.56052 -5.03649 3.82455
C -0.62490 2.58189 1.19060
C -1.94340 -3.69106 3.22641
H 2.90558 4.31475 0.57358
H -4.05757 3.00700 -3.09962
C 4.38088 -0.95075 2.44588
H 1.98525 3.05457 4.18055
H 4.47908 3.58382 0.22448
C -0.61433 3.75873 -4.87272
H -2.25792 3.91918 -6.35405
C 3.41463 -1.95208 3.29917
C -3.30823 -3.98115 3.92805
O 2.04348 0.23518 -0.02644
H 1.00676 -4.95860 -0.62409
H 1.36393 3.28696 -2.07413
H -2.06242 -3.88085 2.15969
C 4.28148 -1.13787 -2.65107
H 3.68703 5.06710 2.70602
H 1.46127 4.26292 -3.55329
C 3.85256 -0.29193 1.26114
C -0.47121 3.30625 -3.39081
O -0.69288 1.19370 1.18753
H 3.78211 -2.86139 -0.03836
H 2.90126 -5.72521 0.34660
H -0.89037 4.16833 -1.40424
C -4.16979 -4.92501 -1.92781
O -2.41111 -3.80425 -0.60183
C 2.53862 -0.48841 0.95724
C -1.98929 1.13960 4.65953
O -1.03448 0.42998 3.89292
H 1.48976 -2.22897 -3.24081
H -1.43924 -3.00780 -3.01171
H 3.51234 2.63417 6.11724
H -0.17630 3.01104 2.08653
H 4.21112 -4.04297 -1.17059
C -2.50158 0.02530 -3.95455
H -0.51174 -3.23022 -4.50941
H -1.25449 -0.50171 3.96465
H 0.19740 -1.05575 -3.48812
O 1.72287 -4.33009 -0.74141
H -4.30736 -4.09396 -2.61957
H 2.33234 -4.35239 1.20044
H -0.88464 0.89443 2.07931
H 1.58146 1.45528 6.15312
H -3.33028 2.22522 -1.79430
H -2.70137 2.62096 1.84259
H -1.79069 -4.52090 -0.75376
O -1.53194 -2.32280 3.43672
H -2.45289 -0.56012 -3.03640
O 5.56528 -0.85993 2.82618
H -2.46730 2.81710 0.08831
H 1.11114 1.68460 3.71632
C -1.13483 4.30884 -2.45714
H -2.09197 4.19446 1.14260
H -3.40782 -5.62741 -2.26562
H 4.83636 -4.22580 0.49693
H 2.65957 -0.12535 -3.55045
Zn -0.15813 -0.10818 -0.37490
C 2.03723 -2.11118 2.84177
C 1.06553 3.34391 -3.12094
H 4.45745 0.40242 0.69686
H -5.13775 -5.38627 -1.73189
C -0.44188 -3.16113 -3.42385
H 3.99805 -2.14863 -2.94456
H 3.35915 2.83766 1.40039
H 4.86979 6.60713 1.80453
H -1.78639 2.20625 4.56356
C 3.74473 -0.15276 -3.64935
O 0.36812 -1.50852 1.43494
C 1.63831 -1.39893 1.75461
H -0.32697 4.79056 -5.07486
H -3.06775 0.62150 -0.01361
H 5.25146 4.26602 2.50068
H 3.97831 -0.88132 -1.63600
H -3.75116 -1.94151 1.64008
O 3.94376 -2.40552 4.34194
H 5.37134 -1.13148 -2.63439
O -2.02475 -1.04484 -0.35114
C -3.72898 -0.87669 1.40822
H -2.78506 4.27441 -4.77060
H -3.30008 -3.67312 4.97359
H -2.99307 0.87180 4.32968
C 3.74812 3.77785 1.00943
C -3.24996 -0.45186 0.03919
O 4.25535 -0.43404 -4.92942
H -1.19710 -4.40944 3.56560
C -3.75947 -4.34680 -0.57959
H -2.50850 1.25547 6.78309
H 0.81723 -2.62690 -1.33720
C 4.42599 4.74368 1.97292
H -4.07789 -3.40227 3.41754
H -4.41842 1.32208 -2.86266
C 0.44600 -2.00732 -3.01821
C -2.38226 1.57932 -3.71965
H 4.12156 0.35434 -5.46062
C -2.55798 2.18053 -5.13953
H 1.53559 2.48609 -3.60186
H 4.12896 0.82740 -3.36693
H -1.74689 -0.41811 -4.60411
H -3.46895 -0.23097 -4.38655
C -2.11330 3.61316 -5.31794
C -2.10111 3.10670 1.07327
C -3.60792 2.05033 -2.83373
H -0.00714 2.85656 0.33560
O 4.85022 5.83875 1.22937
H -0.94044 0.83874 6.47039
O 3.60252 1.71349 5.86072
H 1.31687 -2.68421 3.40666
C 3.98119 -3.93059 -0.11106
H -2.21814 4.23614 -2.55329
H -4.75326 -0.50539 1.44117
C 2.08396 1.97096 4.11598
C 2.35165 1.22705 5.41635
H -3.80555 -5.14013 0.16647
H -3.57125 2.06183 -5.52333
H -2.20327 -0.39940 6.15270
H -2.15170 -1.99465 -0.29314
O -0.62358 1.20983 -1.97272
H 2.29883 0.14960 5.26008
C 2.65736 -4.67164 0.21022
H -0.05028 -4.10006 -3.03248
O 0.48950 -1.76999 -1.61988
N -1.00011 1.92214 -3.18965
H 0.01000 3.06286 -5.43315

Forces on atoms 1 to 2 (eV/Å):
-0.0611 -0.1202 -0.2687
0.1503 -0.8308 0.2753

2.
# C7H13O2P

A single C7H13O2P molecule at a distorted geometry (wB97M-V/def2-TZVPD, the Open Molecules 2025 dataset).

Computed properties:
Lowest unoccupied orbital energy (alpha / beta) (eV): 0.698 / -2.200
Multiplicity: 3
HOMO energy (alpha / beta) (eV): -5.25 / -10.85
HOMO-LUMO gap (alpha / beta) (eV): 5.953 / 8.647
Net charge: 0
Maximum force (eV/A): 9.9

Atoms and positions in Å:
O -2.16364 0.57704 0.88758
C 0.02348 1.12314 -0.84442
C -0.23243 1.94482 0.17801
C -0.23369 -2.24171 1.02344
C -0.33512 -0.35384 -0.87402
H 0.14953 -2.16433 2.06006
H 0.58495 3.82151 0.76075
C 0.50462 -1.20893 0.20107
O -2.92312 -1.38522 -0.66013
H -0.44592 1.54058 1.18772
H 0.07723 3.84684 -0.86749
H 2.61877 -1.60022 0.42258
H -0.27662 -0.75274 -1.80037
C -0.14171 3.44950 0.07674
H -1.24215 -1.99592 0.85183
H 0.84390 -0.47458 0.83746
P -1.97307 -0.50776 -0.06205
H 2.26655 -1.15485 -1.23929
H -1.19167 3.70433 0.13168
H 1.81018 -2.64958 -0.69937
H -0.04104 -3.24323 0.61562
C 1.89451 -1.59773 -0.33681
H 0.42649 1.32285 -1.85057

Forces on atoms 1 to 2 (eV/Å):
-0.6712 0.1758 0.8931
0.9704 -6.9455 -6.9473

3.
# C4H5ClN2S

A single C4H5ClN2S molecule at a distorted geometry (wB97M-V/def2-TZVPD, the Open Molecules 2025 dataset).

Computed properties:
Lowest unoccupied orbital energy (eV): 0.395
ΔE to the lowest compared entry with this formula, charge and spin (kJ/mol): 140.9
HOMO energy (eV): -8.33
HOMO-LUMO gap (eV): 8.722
SMILES: N/N=C1/SC=C[C@@H]1Cl
Net charge: 0
Maximum force (eV/A): 2.3

Atoms and positions in Å:
S -1.99046 -0.90017 0.06266
C 0.31888 0.59874 -0.18863
N 1.72414 -1.29004 1.27583
H 2.12945 -2.13792 1.64936
H 0.97069 1.15107 0.47998
C -0.29921 -0.64144 0.44518
N 0.38130 -1.54361 1.03117
C -0.90619 1.35917 -0.74906
C -2.07591 0.73738 -0.68212
H -3.05433 1.13831 -0.93300
H -0.81268 2.35447 -1.23420
Cl 1.42418 0.16318 -1.58394
H 2.19015 -0.98913 0.42677

Forces on atoms 1 to 2 (eV/Å):
-0.3541 0.8629 -0.2452
-2.0626 0.3841 -0.8719

4.
# C42H32CaF5IN3O2PS

A molecular structure, C42H32CaF5IN3O2PS (wB97M-V/def2-TZVPD, the Open Molecules 2025 dataset).

Computed properties:
Lowest unoccupied orbital energy (eV): 4.184
HOMO energy (eV): -1.69
HOMO-LUMO gap (eV): 5.872
Net charge: -2
Maximum force (eV/A): 0.9

Atoms and positions in Å:
H -1.61510 -5.37550 2.82040
H -1.08153 0.73110 -6.13883
C 5.24629 0.39826 3.40879
H -5.93337 -2.77010 0.12244
F 5.65790 -1.75295 2.52962
C -3.27038 1.42756 -1.75186
C -0.36768 -4.49703 0.21205
Ca 0.66932 0.08686 0.47326
C -2.31541 1.08417 -0.82318
C 1.21394 -2.75173 3.21216
C 1.75124 -4.81216 1.93383
N -2.97755 0.29032 1.46269
H 1.05111 -1.70710 2.93525
H -0.15273 -2.08706 -1.18768
C -2.82716 -2.43474 5.69507
H 4.71139 -0.31414 -3.70368
H -2.74464 -4.62068 1.71629
H -1.65339 -0.23809 3.41874
H -1.21061 -4.39052 -0.45680
I -0.95884 2.60436 1.57968
C -1.00547 -1.85172 -1.82891
H 0.30511 -6.28808 -0.74185
H 2.22821 -6.57744 0.82026
N 2.48272 0.14868 -4.74632
C 2.78410 0.48459 2.00514
H -1.88222 -0.20385 -2.82056
H 4.26791 0.66536 -2.28699
C 4.42054 1.50517 3.50788
H -5.89439 2.85002 -0.00576
C -2.45297 -3.53130 3.56363
H -3.11802 1.20151 -2.79718
N -1.13992 0.43792 -0.96202
C -0.99741 -0.34397 -2.19847
H -3.16246 -2.49522 6.72370
C 3.22065 1.51048 2.80839
C -1.23248 0.29298 -5.14958
C -4.94064 2.37414 -0.18765
C 3.99878 -0.20896 -2.88598
H -3.21781 -2.33946 -3.15231
O -1.86437 -0.96814 -5.39438
C 0.21628 -0.05862 -3.07344
C 1.24597 0.27914 -5.22367
C -4.53486 2.05633 -1.42288
F 2.47272 2.63868 2.96545
C -3.87605 -2.53038 0.61418
H -0.84085 -2.45465 -2.73201
C -4.92973 -2.66784 -0.26910
C -2.32929 -2.23236 -1.21086
F 3.30667 -1.67746 1.20851
C -2.54399 -4.80368 2.76790
H -1.87830 -1.44138 -4.55582
C 0.09658 0.17529 -4.45437
H 0.58412 -2.93987 4.08469
H 2.59973 -4.91116 2.60150
H -3.23795 -4.49889 5.29783
C -2.57133 -2.34179 0.16016
H -5.50464 -2.72819 -2.33930
C -1.98625 -2.31506 3.04510
H 4.06462 -1.05998 -2.20716
C -0.17898 -3.55857 1.22663
S -5.46008 0.05227 2.61687
C -4.05176 2.06115 0.95535
C 2.61834 -0.06552 -3.44619
H -5.18669 2.27800 -2.26297
H -4.08674 -2.50310 1.67422
C 4.85847 -0.67118 2.61917
C -3.40208 -2.40934 -2.08538
O 1.75383 -0.31620 -1.28417
P -1.24482 -2.05840 1.39333
C -4.69046 -2.62743 -1.63278
H -2.37658 -0.33118 5.77235
C 3.64504 -0.57949 1.95528
F 4.81232 2.54056 4.27946
C -2.38676 -1.23090 5.17130
C 0.91000 -3.71322 2.09926
F 6.41692 0.36399 4.07384
C -4.19608 0.73704 1.73131
C -1.97608 -1.17625 3.85159
H 2.26110 -2.83886 3.50468
H -3.35177 -5.42176 3.16522
C 1.51857 -0.14585 -2.55486
C -2.71821 1.38971 0.60387
H 1.15374 0.46529 -6.29096
H -1.91398 0.94859 -4.59792
C 1.54662 -5.74298 0.93052
H -3.93760 2.89122 1.65233
C -2.86582 -3.56288 4.89473
C 0.48076 -5.58047 0.05922

Forces on atoms 1 to 2 (eV/Å):
0.0406 -0.0143 0.0203
-0.0104 -0.0072 0.0557

5.
# C35H48BiN2P2Se2Si2

A molecular structure, C35H48BiN2P2Se2Si2 (wB97M-V/def2-TZVPD, the Open Molecules 2025 dataset).

Computed properties:
Lowest unoccupied orbital energy (eV): -2.845
ΔE to the lowest compared entry with this formula, charge and spin (kJ/mol): 3.8
HOMO energy (eV): -10.67
HOMO-LUMO gap (eV): 7.826
Net charge: +1
Maximum force (eV/A): 0.2

Atoms and positions in Å:
C -1.13873 -2.90495 5.07147
H 3.84254 4.35905 0.75981
C 0.18942 -2.50129 5.12230
C 2.17750 5.14539 1.86334
C -0.25518 -3.97952 -4.79734
H -5.12987 4.25085 -1.97927
H 2.49894 2.60647 -0.35934
H -1.82632 2.29486 -3.55812
H -0.99255 3.96496 1.72961
H -4.06349 -3.87253 -2.57182
H -0.42021 -4.09687 0.88865
H 0.82383 -2.82432 5.93745
C 1.63306 1.56446 3.38526
C 3.20564 0.49219 1.89841
C -1.86254 2.70480 -0.61866
P 0.57917 -0.35311 1.68653
C -3.02313 4.52575 -1.68813
H -5.64563 -1.89515 -1.94974
H 1.33825 -0.52983 -3.78276
H -1.03007 1.90821 -5.09089
H 2.44539 3.07043 4.67264
H 0.62130 1.67924 3.75790
C 3.95602 2.18449 3.42862
C -1.45441 -1.65558 3.04205
C 2.14579 -3.51693 -1.11137
H 4.18972 -2.52823 1.20742
H -0.73899 -4.88873 -5.14475
C 1.73241 0.48666 -3.90807
H 2.09322 3.65949 -2.69228
C 0.70137 -1.68089 4.12886
H -0.92445 4.53624 -1.25289
H 1.73425 -1.35786 4.17345
H 1.87313 0.64320 -4.98119
H 0.09245 -3.40656 -5.65336
Si 0.56205 1.75011 -3.19454
H 3.40699 -0.22275 1.11000
H -1.13904 -4.09737 -1.66866
Bi -0.25536 -0.81965 -1.00421
C 3.38858 -3.10580 1.67585
H 1.22187 -3.52234 -1.70352
H 0.47908 4.22830 -3.15219
H -1.53761 -3.54214 5.85057
H 1.58451 3.62615 -4.38228
H -1.49893 0.60945 -3.99125
C 4.23164 1.26021 2.43192
C 0.55118 -4.23409 1.37741
C 1.90895 0.63602 2.38022
H -3.06892 1.03590 -0.03059
H 2.71249 0.52727 -3.42696
H 2.84709 -2.82382 -1.58512
H 3.74181 -4.13573 1.78512
C -0.61403 0.49373 0.78752
C 0.06645 4.05324 1.51684
N 0.36630 1.26444 -1.51790
C -3.06272 2.00511 -0.51547
H 2.76359 5.91684 2.34658
Se -1.53801 -2.86337 -3.85412
H 5.24379 1.13740 2.06780
C 2.03227 3.29232 0.33823
C -3.29332 -3.88740 -1.80267
Si 1.82110 -3.06184 0.67434
H 0.59185 -4.22050 -4.16051
H 0.85577 -5.27417 1.22634
C -1.96087 -2.48014 4.03653
C 0.82006 5.03281 2.14127
C 2.78380 4.27417 0.96904
H 3.22703 -2.70511 2.67930
H -3.00973 5.51019 -2.13788
C -5.29781 -1.92836 -0.92115
H -5.77421 -2.73773 -0.37595
H -1.91325 -5.13098 -2.86478
Se -3.37141 -2.16157 -0.88689
H -2.08761 -1.30714 2.23469
C -1.84917 3.97395 -1.19770
H -5.16908 2.02023 -0.92212
C -4.21407 3.81663 -1.59935
N 1.17013 -1.43314 0.58882
C -0.11831 -1.26393 3.07821
C 2.65658 2.34347 3.89900
H 2.57162 -4.52182 -1.17836
H 4.75459 2.78695 3.84225
P -0.31556 1.89371 -0.15736
C 0.67300 3.18274 0.60780
H 0.35034 5.71179 2.84140
H -3.52778 -4.66852 -1.08168
H -5.51447 -0.98367 -0.42821
H -2.99910 -2.78450 4.00953
C -1.09928 1.62956 -4.03454
C -4.23488 2.56051 -1.00867
H 0.39773 -4.07914 2.44803
C -1.92944 -4.13630 -2.42088
C 1.24392 3.47544 -3.35293

Forces on atoms 1 to 2 (eV/Å):
0.0030 -0.0014 0.0239
-0.0163 0.0047 0.0033

6.
# C21H47N7OSSi3Tl

A molecular structure, C21H47N7OSSi3Tl at a distorted geometry (wB97M-V/def2-TZVPD, the Open Molecules 2025 dataset).

Computed properties:
Lowest unoccupied orbital energy (alpha / beta) (eV): -4.215 / -4.215
ΔE to the lowest compared entry with this formula, charge and spin (kJ/mol): 196.3
HOMO energy (alpha / beta) (eV): -9.71 / -9.70
HOMO-LUMO gap (alpha / beta) (eV): 5.493 / 5.488
Net charge: +1
Maximum force (eV/A): 1.5

Atoms and positions in Å:
C 3.10245 -2.41448 -5.34978
N 2.77544 -3.07571 0.54884
C -1.95775 2.68920 3.52263
H -4.92890 1.95307 1.74344
H 2.81997 -0.53301 -6.36102
H 0.53316 -3.64266 2.24916
C -0.18005 -3.50872 1.43618
H -3.17312 -0.94905 -0.95470
C 1.42446 2.78133 -1.90726
C 2.75231 -2.27034 -2.98684
C -2.85860 2.87988 -0.06902
N 2.56056 -2.32934 -0.57631
C 2.80404 -1.06507 -5.42169
H 2.22442 0.65307 -4.28100
H -1.56005 -0.71432 4.55570
C -4.39381 1.00290 1.73992
C 2.47358 -0.40048 -4.24823
C -0.77028 -0.01760 -3.00050
H -3.82754 3.10914 -0.51811
C 2.91253 -2.40548 1.66166
C 2.85464 2.27145 -1.74943
H 3.89369 1.03244 -0.46492
H 0.38995 4.04248 1.99392
C -1.05069 -1.44045 3.92146
H -1.40472 -0.70154 -1.15966
H -2.41090 1.98964 4.22494
O -0.42217 -2.12553 1.20782
H 3.07775 1.55833 -2.54281
C 3.07848 -3.02633 -4.11004
H -3.09172 -3.15123 2.15630
C -3.20109 -2.08543 1.94966
H -0.01979 1.89570 -0.79362
C -1.41391 0.49036 1.47873
N 2.43642 -0.97321 -3.05015
H -5.09286 0.22810 1.43058
C 2.83648 -2.91951 -1.67566
H -4.09786 0.79334 2.76448
C 0.25358 3.12031 1.42617
H -1.53473 1.90521 -2.38440
Si -1.53127 -1.26663 2.13170
H -2.10211 3.05426 -0.83295
H -0.28235 3.37798 0.51751
H -1.50122 3.48994 4.10687
H -1.74763 -0.13420 -3.48172
H 0.31675 0.70262 4.54474
H -3.90677 -1.69597 2.68047
H -0.29940 1.97142 -3.62316
H -4.50081 0.18241 -1.10274
H 3.27833 -4.13504 2.65694
S 2.89231 -0.68577 1.86986
N 0.43875 1.72989 -1.68139
H 3.34539 -2.70630 3.63798
H 3.22611 -3.93501 -1.64114
H -2.98750 0.52347 -1.91253
H 3.54020 3.11811 -1.86219
H 0.02213 -1.32823 4.06557
H -1.10312 -4.03579 1.67987
H 3.35652 -2.97601 -6.23764
H -1.33519 -2.43504 4.27199
N 3.08666 -3.15472 2.77694
H 1.31914 3.18979 -2.91555
C -3.41691 0.11059 -0.99909
H 1.56844 0.89588 3.32909
H -2.69285 3.59654 0.73196
Si -2.94008 1.10463 0.53420
C 0.69023 1.36475 3.76976
H 0.23727 -3.93990 0.52834
Tl 1.23164 -0.36713 -0.10842
H -2.75614 3.12431 2.92838
Si -0.60641 1.84758 2.51888
H 3.03792 2.18488 0.30989
H 3.31701 -4.07478 -4.00041
H 1.25176 2.76518 1.15631
H -3.65187 -1.98783 0.96638
C -0.57749 1.47431 -2.69156
N 3.02698 1.55679 -0.48840
H 1.01051 2.28987 4.25497
H -0.01956 -0.35693 -3.71554
H 1.25093 3.61034 -1.21420
N -0.64089 -0.85623 -1.81168
H -0.65878 -1.84052 -2.05469

Forces on atoms 1 to 2 (eV/Å):
-0.0162 0.0534 -0.0275
-0.0125 0.0763 -0.2107